# 1
A single C17H24N6O3 molecule at a distorted geometry. Source: the OMol25 dataset; level of theory: ωB97M-V/def2-TZVPD.

Results
LUMO energy	-0.047	eV
ΔE to the lowest compared entry with this formula, charge and spin	132.7	kJ/mol
gap between HOMO and LUMO	7.90	eV
structure (SMILES)	[H]/N=C(/N)NCCC[C@H](NC(=O)[C@@H](N)Cc1c[nH]c2ccccc12)C(=O)O

XYZ file:
```
50
C17H24N6O3 (ωB97M-V/def2-TZVPD)
H 6.4000 0.5102 1.3265
N 7.1641 -0.0593 0.9005
C 6.6942 -0.8899 0.0067
N 7.5678 -1.5985 -0.8051
N 5.3725 -1.1051 -0.3124
C 4.2693 -0.3153 0.2217
C 4.2088 1.0480 -0.4037
C 3.1090 1.9271 0.2426
C 1.6613 1.3975 0.0918
N 1.3056 0.3940 1.1317
C 0.1496 -0.2287 1.4014
O 0.0500 -0.9732 2.3964
C -1.1217 0.0500 0.5223
N -1.4913 -1.1468 -0.2096
C -2.2809 0.4272 1.4514
C -3.5722 0.7386 0.7261
C -4.2252 1.9276 0.5959
N -5.4508 1.7481 -0.0971
C -5.6472 0.4347 -0.3111
C -6.6884 -0.2772 -0.9934
C -6.6014 -1.6392 -0.9908
C -5.5164 -2.3329 -0.4058
C -4.4735 -1.6552 0.1901
C -4.5504 -0.2529 0.2317
C 1.5401 0.7954 -1.2988
O 1.4995 -0.3950 -1.5052
O 1.3951 1.6888 -2.2563
H 7.2537 -2.5297 -1.1170
H 8.5236 -1.6851 -0.5200
H 5.1929 -1.4418 -1.2455
H 3.3805 -0.8984 0.0250
H 4.3965 -0.3786 1.3024
H 5.2093 1.5139 -0.3176
H 4.0028 0.9886 -1.5055
H 3.3269 2.0547 1.3360
H 3.1896 2.9109 -0.2426
H 0.9733 2.1837 0.0746
H 2.0550 0.0757 1.7620
H -0.7897 0.8225 -0.1755
H -0.6715 -1.5598 -0.5694
H -2.0387 -0.8564 -1.0564
H -2.4260 -0.4312 2.1383
H -1.9292 1.2732 2.0416
H -3.9939 2.9291 0.8986
H -6.0517 2.4744 -0.4389
H -7.5309 0.1737 -1.5147
H -7.3497 -2.2972 -1.4191
H -5.4594 -3.4230 -0.4540
H -3.5731 -2.1132 0.5872
H 1.3470 2.5826 -1.9209
```


# 2
A single C17H24O10 molecule. Source: the OMol25 dataset; level of theory: ωB97M-V/def2-TZVPD.

Results
LUMO energy	0.460	eV
ΔE to the lowest compared entry with this formula, charge and spin	100.3	kJ/mol
gap between HOMO and LUMO	9.68	eV
structure (SMILES)	COC(=O)C1=CO[C@@H](O[C@@H]2O[C@H](CO)[C@@H](O)[C@H](O)[C@H]2O)[C@@H]2C(CO)=CC[C@H]12

XYZ file:
```
51
C17H24O10 (ωB97M-V/def2-TZVPD)
C 5.4241 1.1026 -1.6639
O 4.3501 0.6564 -0.8478
C 3.3965 -0.0525 -1.4806
O 3.4434 -0.2962 -2.6630
C 2.2998 -0.4623 -0.5874
C 2.2824 -0.0857 0.6958
O 1.2648 -0.3018 1.5592
C 0.0387 -0.6161 0.9418
O -0.4827 0.5197 0.2872
C -0.8278 1.5841 1.1426
O -2.0149 1.3492 1.8380
C -3.1846 1.1619 1.0450
C -3.5472 -0.3231 0.8855
O -4.8635 -0.4838 0.4408
C -3.0525 1.8436 -0.3224
O -4.3296 2.0524 -0.8722
C -2.3103 3.1763 -0.1318
O -2.4198 3.9708 -1.2849
C -0.8634 2.8776 0.2872
O -0.2493 3.9508 0.9392
C 0.1853 -1.7098 -0.1114
C 0.7108 -3.0257 0.4197
C 0.2147 -3.5990 1.7119
O 0.7110 -4.8817 1.9933
C 1.5894 -3.5503 -0.4240
C 1.8132 -2.6824 -1.6222
C 1.2181 -1.3237 -1.1891
H 5.9492 0.2511 -2.1018
H 5.0506 1.7356 -2.4714
H 6.0859 1.6656 -1.0111
H 3.0943 0.4567 1.1580
H -0.6300 -0.9152 1.7609
H -0.0647 1.7005 1.9258
H -3.9986 1.6484 1.5982
H -2.8351 -0.7980 0.1927
H -3.4763 -0.8193 1.8570
H -5.0281 0.1595 -0.2629
H -2.4586 1.2064 -1.0001
H -4.2960 2.8845 -1.3686
H -2.8138 3.7504 0.6569
H -1.8040 3.6528 -1.9562
H -0.2535 2.6904 -0.6046
H -0.7543 4.1796 1.7292
H -0.8017 -1.8631 -0.5606
H -0.8750 -3.7041 1.6748
H 0.4587 -2.9032 2.5324
H 1.6737 -4.8443 2.0033
H 2.0797 -4.5025 -0.3213
H 1.2711 -3.0804 -2.4832
H 2.8624 -2.6042 -1.9007
H 0.7672 -0.7989 -2.0330
```


# 3
A molecular structure, C17H25AlNO7S2Te. Source: the OMol25 dataset; level of theory: ωB97M-V/def2-TZVPD.

Results
LUMO energy	-2.421	eV
ΔE to the lowest compared entry with this formula, charge and spin	17.8	kJ/mol
gap between HOMO and LUMO	9.04	eV
net charge	+1

XYZ file:
```
54
C17H25AlNO7S2Te (ωB97M-V/def2-TZVPD)
Al 0.2662 -0.3369 1.4372
C -1.6682 1.8813 0.9634
O -0.2986 1.4900 1.2268
C 0.6913 2.4100 0.7360
C 2.0384 1.8576 1.1538
O 1.9642 0.4334 0.9673
C 3.1983 -0.2648 0.6193
C 3.5056 -0.1322 -0.8549
O 2.6283 -0.8810 -1.6558
C 2.9925 -2.2573 -1.7588
H -1.8530 2.8309 1.4618
H -1.8139 1.9712 -0.1138
H -2.2981 1.0968 1.3717
H 0.5959 2.4740 -0.3499
H 0.5158 3.3898 1.1808
H 2.8242 2.2658 0.5202
H 2.2623 2.0570 2.2015
H 3.9958 0.1522 1.2373
H 3.0177 -1.2989 0.9089
H 3.4056 0.9103 -1.1684
H 4.5517 -0.4194 -1.0147
H 3.0582 -2.7328 -0.7764
H 2.2112 -2.7520 -2.3286
H 3.9481 -2.3576 -2.2782
S 0.2869 -0.1020 5.9043
C 1.8366 -0.5512 5.3469
C 1.9110 -0.3779 4.0094
N 0.7631 0.1164 3.4270
C -0.1726 0.2861 4.3322
H 2.5915 -0.9351 6.0114
H 2.7659 -0.6138 3.3960
H -1.1745 0.6067 4.0925
O -0.7110 -2.9316 3.4807
S -0.6808 -2.5116 2.1170
O -1.3049 -1.0693 1.9700
O 0.7691 -2.0676 1.7022
O -1.2318 -3.3585 1.1017
C -0.5907 0.5173 -2.5433
Te -0.4261 -1.1354 -1.2071
C -2.5514 -1.0551 -1.1491
C -2.9440 -0.3447 -2.4218
C -4.2352 -0.4416 -2.9309
C -4.5783 0.2167 -4.1007
C -3.6301 0.9740 -4.7760
C -2.3414 1.0715 -4.2776
C -1.9921 0.4170 -3.1011
H 0.1780 0.4324 -3.3076
H -0.4377 1.4569 -2.0091
H -2.8702 -0.5255 -0.2535
H -2.9267 -2.0737 -1.0844
H -4.9706 -1.0448 -2.4131
H -5.5823 0.1289 -4.4936
H -3.8915 1.4774 -5.6970
H -1.5977 1.6507 -4.8118
```


# 4
A molecular structure, C17H25Br2N4O2SW at a distorted geometry. Source: the OMol25 dataset; level of theory: ωB97M-V/def2-TZVPD.

Results
LUMO energy (spin up / spin down)	-3.877 / -4.811	eV
ΔE to the lowest compared entry with this formula, charge and spin	0.0	kJ/mol
gap between HOMO and LUMO (spin up / spin down)	6.12 / 4.92	eV
net charge	+1

XYZ file:
```
52
C17H25Br2N4O2SW (ωB97M-V/def2-TZVPD)
W -0.2767 -0.0936 0.7121
C -2.9091 2.1072 2.7242
C -2.0844 1.6426 1.5421
O -0.7977 1.3427 1.8462
C -2.2252 2.4674 0.3190
C -1.4367 2.2829 -0.7870
C -1.5450 3.1517 -1.9978
N -0.5780 1.2343 -0.8286
N 0.0678 1.0286 -1.9855
C 0.8143 -0.0595 -1.9265
O 0.8116 -0.7538 -0.8190
C 1.6088 -0.4704 -3.0670
C 2.5826 -1.4636 -2.9048
C 3.3785 -1.8288 -3.9704
C 3.2012 -1.2259 -5.2083
C 2.2310 -0.2464 -5.3777
C 1.4312 0.1283 -4.3182
H -2.8267 1.3825 3.5342
H -3.9512 2.1974 2.4323
H -2.5262 3.0695 3.0605
H -3.0000 3.2177 0.3045
H -2.2780 3.9381 -1.8540
H -1.8140 2.5425 -2.8592
H -0.5675 3.5852 -2.2065
H 2.7154 -1.9108 -1.9295
H 4.1445 -2.5781 -3.8407
H 3.8247 -1.5177 -6.0395
H 2.1007 0.2281 -6.3383
H 0.6685 0.8820 -4.4270
Br 2.2802 1.3111 0.8888
C 1.4810 -0.0597 2.0326
Br -0.4375 -2.4719 1.5221
H 1.3530 0.3944 3.0233
H 2.2050 -0.8787 2.0918
N -2.3051 -4.7234 -1.8304
C -1.0320 -4.4513 -2.5495
C -0.4055 -3.1942 -1.9326
N -1.2954 -2.0436 -1.9230
C -2.6284 -2.3482 -1.4329
C -3.2489 -3.6010 -2.0608
H -2.0970 -4.7550 -0.8200
H -2.7159 -5.6210 -2.1115
H -1.2541 -4.3086 -3.6087
H -0.3560 -5.2995 -2.4401
H 0.5019 -2.9369 -2.4808
H -0.1185 -3.4194 -0.9029
H -1.3328 -1.6102 -2.8421
H -3.2778 -1.4886 -1.6029
H -2.5723 -2.4997 -0.3501
H -3.3913 -3.4825 -3.1356
H -4.2130 -3.8140 -1.5984
S -2.7202 -0.0523 0.9106
```


# 5
A molecular structure, C17H25Cl12N3O2 at a distorted geometry. Source: the OMol25 dataset; level of theory: ωB97M-V/def2-TZVPD.

Results
LUMO energy	0.048	eV
ΔE to the lowest compared entry with this formula, charge and spin	1141.7	kJ/mol
gap between HOMO and LUMO	8.64	eV

XYZ file:
```
59
C17H25Cl12N3O2 (ωB97M-V/def2-TZVPD)
N -1.1789 2.7074 -0.9901
C -1.4315 3.8144 -1.7659
C -0.9385 3.9397 -3.0645
C -0.0274 3.0001 -3.5604
C 0.3325 1.9712 -2.7227
C -0.2280 1.8122 -1.4596
H -1.8794 4.6788 -1.2985
H -1.1322 4.7980 -3.6907
H 0.4630 3.0857 -4.5188
H 1.0782 1.2615 -3.0490
H 0.0804 0.9647 -0.8653
N 1.9609 -2.3961 1.3257
C 2.8958 -2.8913 2.0941
C 4.1166 -2.2712 2.2460
C 4.3961 -1.0943 1.5164
C 3.3898 -0.5815 0.7214
C 2.1903 -1.2459 0.6754
H 2.5368 -3.8007 2.5530
H 4.9349 -2.7052 2.8013
H 5.3922 -0.6783 1.5499
H 3.4112 0.2356 0.0155
H 1.4423 -0.9290 -0.0363
C -3.6668 2.2948 -0.4379
N -2.7636 2.7495 0.6030
O -1.9623 1.9222 1.0818
O -2.8246 3.9270 0.9178
H -4.6460 2.1420 0.0159
H -3.1820 1.4051 -0.8398
H -3.5725 3.1054 -1.1604
C -2.2484 -0.9034 -3.0629
Cl -1.7408 0.1421 -1.7440
Cl -2.6342 -2.5854 -2.5410
H -3.1237 -0.5121 -3.5814
H -1.3801 -1.0193 -3.7116
C -0.1117 -3.6196 1.8448
Cl -1.2656 -2.9907 2.9989
Cl 0.3905 -5.2515 2.1886
H -0.6290 -3.5785 0.8863
H 0.7868 -3.0031 1.8173
C -2.7026 -0.7674 4.1312
Cl -2.7729 0.4724 5.3686
Cl -2.5618 -0.1575 2.4799
H -1.8394 -1.4142 4.2883
H -3.5939 -1.3926 4.1844
C 1.0905 -2.9822 -1.6004
Cl 0.4181 -4.3867 -0.6437
Cl 2.6040 -3.5246 -2.3553
H 0.4333 -2.5067 -2.3285
H 1.3489 -2.2059 -0.8802
C -0.6652 -0.2979 0.7344
Cl -0.4110 -1.9696 0.0590
Cl 0.7902 0.7496 0.6056
H -1.4611 0.2336 0.2128
H -0.9210 -0.3654 1.7918
C 2.4678 2.5891 0.0661
Cl 3.6674 2.3862 1.3369
Cl 2.9961 1.7056 -1.4455
H 1.4845 2.2872 0.4267
H 2.3966 3.6475 -0.1845
```


# 6
A single C17H25FN2O3S2 molecule at a distorted geometry. Source: the OMol25 dataset; level of theory: ωB97M-V/def2-TZVPD.

Results
LUMO energy	0.573	eV
ΔE to the lowest compared entry with this formula, charge and spin	0.0	kJ/mol
gap between HOMO and LUMO	9.27	eV
structure (SMILES)	CS(=O)(=O)N(CC(=O)NCCSC1CCCCC1)c1cccc(F)c1

XYZ file:
```
50
C17H25FN2O3S2 (ωB97M-V/def2-TZVPD)
C 3.6857 1.9168 1.0160
S 3.4945 0.1282 0.8615
O 4.6446 -0.5068 1.4279
O 2.2117 -0.2681 1.3657
N 3.4515 -0.1912 -0.8026
C 2.1404 -0.5683 -1.2734
C 1.1151 0.5218 -0.9560
O 1.4168 1.7017 -0.9556
N -0.1207 0.0738 -0.7060
C -1.2105 0.9371 -0.3203
C -2.4773 0.5578 -1.0750
S -2.9568 -1.1780 -0.7643
C -3.7876 -1.0189 0.8709
C -3.6384 -2.3282 1.6327
C -4.3294 -2.2256 2.9908
C -5.8020 -1.8659 2.8183
C -5.9429 -0.5568 2.0476
C -5.2559 -0.6633 0.6879
C 4.3640 0.4786 -1.6138
C 4.0118 1.0820 -2.8207
C 4.9706 1.7101 -3.5953
C 6.2918 1.7675 -3.1895
C 6.6228 1.1733 -1.9846
F 7.9042 1.2233 -1.5638
C 5.6942 0.5285 -1.1941
H 4.6830 2.1869 0.6976
H 3.5354 2.1525 2.0615
H 2.9252 2.3771 0.3968
H 1.8678 -1.4926 -0.7602
H 2.1795 -0.7564 -2.3485
H -0.3091 -0.9164 -0.6473
H -0.9154 1.9624 -0.5579
H -1.3724 0.8634 0.7620
H -3.3109 1.1996 -0.7951
H -2.3164 0.6230 -2.1500
H -3.2652 -0.2199 1.4033
H -4.0890 -3.1333 1.0481
H -2.5800 -2.5610 1.7644
H -4.2353 -3.1752 3.5200
H -3.8356 -1.4575 3.5910
H -6.2793 -1.7747 3.7958
H -6.3080 -2.6641 2.2707
H -6.9980 -0.3159 1.9060
H -5.4881 0.2542 2.6221
H -5.3531 0.2801 0.1448
H -5.7359 -1.4427 0.0921
H 2.9850 1.0903 -3.1464
H 4.6789 2.1723 -4.5259
H 7.0489 2.2572 -3.7796
H 5.9900 0.0613 -0.2695
```